Record 1
Density functional theory data (wB97M-V/def2-TZVPD) for the ion C8H14N3O3 with charge +1.

Results
- HOMO: -11.982 eV
- HOMO-LUMO gap: 8.93 eV
- LUMO: -0.112 Eh
- Net charge: +1
- Energy relative to the best compared isomer or geometry (same formula, charge and spin): 74.7 kcal/mol

XYZ file:
```
28
Properties=species:S:1:pos:R:3:lowdin_charge:R:1
C -0.57 2.69 -0.03 -0.357
C 1.16 -1.71 -0.86 -0.485
C -0.57 -1.01 1.83 -0.119
C -1.44 0.28 1.90 -0.145
C 0.82 -0.70 1.26 -0.159
C -1.81 0.80 0.55 -0.056
C 0.00 0.45 -0.74 -0.060
C 1.38 -2.61 -3.04 -0.027
N 0.74 -0.53 -0.15 -0.010
N 0.34 1.84 -0.50 0.142
N -0.33 4.00 0.04 0.233
O 1.71 -2.63 -0.33 0.151
O -1.71 2.22 0.47 0.067
O 0.96 -1.57 -2.18 -0.053
H -0.46 -1.38 2.93 0.161
H -0.83 -1.77 1.11 0.114
H -2.46 0.19 2.30 0.120
H -0.85 0.98 2.65 0.172
H 1.19 0.08 1.76 0.089
H 1.57 -1.42 1.39 0.118
H -2.62 0.46 0.01 0.113
H -0.40 0.51 -1.79 0.174
H 2.48 -2.48 -3.00 0.111
H 0.94 -2.28 -3.90 0.056
H 1.09 -3.73 -2.71 0.163
H 1.19 2.07 -1.00 0.181
H 0.47 4.48 -0.41 0.157
H -0.98 4.72 0.34 0.148
```


Record 2
Density functional theory data (wB97M-V/def2-TZVPD) for the ion C8H14N3O4 with charge +1.

Results
- HOMO: -12.055 eV
- HOMO-LUMO gap: 8.00 eV
- LUMO: -0.149 Eh
- Net charge: +1
- Energy relative to the best compared isomer or geometry (same formula, charge and spin): 79.4 kcal/mol

XYZ file:
```
29
Properties=species:S:1:pos:R:3:lowdin_charge:R:1
C 0.79 -3.78 -1.72 0.098
C 1.12 -2.51 -1.42 -0.039
C -2.33 -0.35 -1.03 -0.321
C 0.48 -1.75 -0.27 -0.300
C 0.12 2.57 -0.86 -0.160
C 1.90 2.07 0.49 -0.203
C -0.94 1.57 -0.43 -0.081
C 0.27 0.47 0.83 -0.375
N -1.54 0.68 -1.38 0.058
N 0.82 -0.48 -0.09 0.230
N -0.55 -0.12 1.85 0.137
O -2.60 -0.71 0.10 0.014
O -0.39 -2.37 0.37 0.199
O 1.42 2.03 -0.83 -0.105
O 1.12 1.35 1.36 0.051
H 1.09 -4.32 -2.66 0.111
H -0.02 -4.26 -1.23 0.069
H 2.03 -2.14 -1.93 0.125
H -2.49 -0.96 -1.97 0.160
H -0.17 2.81 -1.86 0.117
H 0.22 3.61 -0.37 0.173
H 2.99 1.75 0.54 0.170
H 1.95 3.11 0.73 0.132
H -1.75 1.94 0.23 0.151
H -1.19 0.98 -2.30 0.162
H 1.57 -0.17 -0.57 0.115
H -0.38 0.22 2.79 0.119
H -1.02 -1.95 0.97 0.123
H -1.51 -0.41 1.68 0.069
```


Record 3
Density functional theory data (wB97M-V/def2-TZVPD) for the ion C8H14NO with charge +1.

Results
- HOMO: -14.049 eV
- HOMO-LUMO gap: 10.13 eV
- LUMO: -0.144 Eh
- Net charge: +1
- Structure (SMILES): C#CC(=O)C(C)(C)[NH+](C)C
- Energy relative to the best compared isomer or geometry (same formula, charge and spin): 105.2 kcal/mol

XYZ file:
```
24
Properties=species:S:1:pos:R:3:lowdin_charge:R:1
C 1.97 -2.64 0.21 0.215
C 0.78 -2.38 0.10 -0.011
C -0.52 -1.78 0.05 -0.338
O -1.56 -2.31 -0.19 0.163
C -0.50 -0.07 0.44 -0.382
C -1.96 0.28 0.02 0.003
C -0.01 -0.04 1.87 -0.014
N 0.54 0.59 -0.38 -0.176
C 0.31 0.36 -1.78 -0.042
C 0.71 2.04 -0.11 0.062
H 2.90 -3.07 0.41 0.047
H -1.97 1.34 -0.35 0.106
H -2.35 -0.33 -0.71 0.051
H -2.72 0.07 0.82 0.128
H 0.08 1.04 2.19 0.102
H 0.89 -0.50 2.04 0.049
H -0.82 -0.52 2.60 0.165
H 1.42 -0.02 -0.27 0.189
H 1.25 0.54 -2.46 0.170
H -0.24 -0.46 -2.08 0.079
H -0.48 1.02 -2.22 0.126
H -0.04 2.50 -0.75 0.112
H 0.54 2.22 0.88 0.054
H 1.78 2.11 -0.35 0.139
```


Record 4
Density functional theory data (wB97M-V/def2-TZVPD) for a cluster of 2 separate species, C8H14NO in total.

Results
- HOMO: -13.715 eV
- HOMO-LUMO gap: 9.63 eV
- LUMO: -0.150 Eh
- Net charge: +1
- Energy relative to the best compared isomer or geometry (same formula, charge and spin): 50.4 kcal/mol

XYZ file:
```
24
Properties=species:S:1:pos:R:3:lowdin_charge:R:1
C 0.76 0.59 0.11 -0.339
C 0.15 -2.03 2.17 -0.058
C -0.93 -2.64 1.29 -0.044
C -1.47 0.06 1.40 0.012
C -0.49 -0.14 0.23 -0.117
C -0.71 -1.18 1.32 -0.381
C 1.42 1.09 1.34 0.032
C 1.01 1.10 -4.24 0.105
N 0.71 0.19 -3.42 0.149
O 1.28 0.78 -1.00 0.041
H -0.02 -2.01 3.23 0.114
H 1.18 -2.19 1.88 0.111
H -0.61 -3.20 0.42 0.110
H -1.82 -3.03 1.75 0.113
H -1.22 0.79 2.16 0.116
H -2.52 0.05 1.13 0.122
H 0.91 1.99 1.68 0.110
H 2.46 1.34 1.13 0.100
H 1.36 0.36 2.14 0.091
H 1.32 2.06 -3.86 0.118
H -0.95 -0.38 -0.72 0.146
H 0.97 0.97 -5.31 0.114
H 0.43 -0.73 -3.76 0.146
H 0.86 0.38 -2.29 0.089
```


Record 5
Density functional theory data (wB97M-V/def2-TZVPD) for a structure of composition C8H14NO2.

Results
- HOMO: -12.594 eV
- HOMO-LUMO gap: 9.59 eV
- LUMO: -0.111 Eh
- Net charge: +1
- Energy relative to the best compared isomer or geometry (same formula, charge and spin): 42.8 kcal/mol

XYZ file:
```
25
Properties=species:S:1:pos:R:3:lowdin_charge:R:1
C 0.79 1.84 -0.60 -0.052
C -0.25 1.41 0.09 -0.184
C -1.73 1.85 0.21 -0.065
C -2.42 0.49 0.12 -0.145
C -1.58 -0.59 -0.45 -0.135
C 1.33 -0.34 0.08 -0.463
C 2.24 -0.58 1.24 0.021
C 1.47 -1.45 -0.96 0.027
N -0.01 0.01 0.47 0.090
O 1.77 0.94 -0.60 0.006
O -1.76 -1.88 -0.09 0.139
H 1.07 2.83 -1.02 0.172
H -2.04 2.40 1.05 0.104
H -2.02 2.43 -0.72 0.153
H -2.89 0.15 1.01 0.125
H -3.31 0.66 -0.49 0.148
H -1.07 -0.25 -1.44 0.193
H 3.20 -0.80 0.94 0.080
H 1.85 -1.33 1.90 0.096
H 2.35 0.26 1.97 0.129
H 0.77 -1.44 -1.86 0.118
H 1.19 -2.36 -0.48 0.081
H 2.49 -1.51 -1.26 0.093
H -0.14 -0.25 1.46 0.189
H -1.29 -2.48 -0.58 0.078
```


Record 6
Density functional theory data (wB97M-V/def2-TZVPD) for a cluster of 2 separate species, C8H14NO2 in total.

Results
- HOMO: -13.756 eV
- HOMO-LUMO gap: 8.11 eV
- LUMO: -0.207 Eh
- Net charge: +1
- Energy relative to the best compared isomer or geometry (same formula, charge and spin): 106.1 kcal/mol

XYZ file:
```
25
Properties=species:S:1:pos:R:3:lowdin_charge:R:1
C -0.53 1.14 0.98 0.009
C 0.47 0.86 1.76 -0.094
C 0.43 -0.92 -0.98 -0.197
C 1.13 -3.26 -0.58 -0.005
C 2.68 -1.18 -0.70 0.011
C -1.37 3.02 -0.20 -0.016
C -2.92 1.60 1.04 -0.022
C 1.31 -1.73 -0.27 -0.378
N -1.59 1.84 0.61 -0.173
O 1.33 0.57 2.47 0.252
O -0.04 0.21 -0.78 0.069
H 0.03 -1.32 -1.89 0.156
H 1.27 -3.27 -1.63 0.075
H 0.12 -3.51 -0.37 0.083
H 1.82 -3.79 -0.01 0.075
H 2.70 -1.05 -1.74 0.086
H 3.39 -1.89 -0.34 0.095
H 2.82 -0.25 -0.18 0.088
H -0.47 3.63 0.17 0.137
H -2.24 3.65 -0.18 0.085
H -1.24 2.75 -1.31 0.133
H -3.04 0.87 1.73 0.050
H -3.58 1.17 0.15 0.159
H -3.42 2.56 1.41 0.138
H 0.92 -1.70 0.83 0.183
```


Record 7
Density functional theory data (wB97M-V/def2-TZVPD) for the ion C8H14NO2 with charge +1.

Results
- HOMO (spin up / spin down): -9.435 / -15.184 eV
- HOMO-LUMO gap (spin up / spin down): 6.88 / 7.48 eV
- LUMO (spin up / spin down): -0.094 / -0.283 Eh
- Net charge: +1
- Energy relative to the best compared isomer or geometry (same formula, charge and spin): 50.1 kcal/mol
- Spin multiplicity: 3

XYZ file:
```
25
Properties=species:S:1:pos:R:3:lowdin_charge:R:1
C 0.24 -0.59 -1.31 -0.443
C 0.05 -1.31 1.81 -0.018
C 0.59 -2.61 1.19 -0.066
C 0.99 -0.48 0.81 -0.156
C 1.46 -1.80 0.17 -0.155
C -2.03 1.36 -0.50 0.005
C 0.16 2.68 -0.48 -0.043
C -0.51 1.42 0.00 -0.313
N 0.34 0.19 -0.24 0.105
O 0.84 -1.76 -1.15 0.105
O -0.28 -0.15 -2.44 0.159
H -0.98 -1.22 1.36 0.142
H 0.41 -1.20 2.83 0.134
H 1.21 -3.27 1.75 0.108
H -0.26 -3.16 0.63 0.162
H 1.71 0.14 1.42 0.201
H 2.56 -1.99 -0.09 0.201
H -2.05 1.14 -1.55 0.068
H -2.54 0.57 0.10 0.087
H -2.41 2.37 -0.22 0.104
H -0.25 2.85 -1.49 0.090
H 1.28 2.49 -0.61 0.108
H 0.02 3.62 0.15 0.119
H -0.47 1.40 1.11 0.145
H -0.07 -0.68 -3.22 0.153
```


Record 8
Density functional theory data (wB97M-V/def2-TZVPD) for a structure of composition C8H14NS.

Results
- HOMO: -13.109 eV
- HOMO-LUMO gap: 10.10 eV
- LUMO: -0.111 Eh
- Net charge: +1
- Energy relative to the best compared isomer or geometry (same formula, charge and spin): 57.3 kcal/mol

XYZ file:
```
24
Properties=species:S:1:pos:R:3:lowdin_charge:R:1
C -1.93 0.10 -1.34 -0.046
C -0.30 2.09 0.38 -0.345
C -2.33 0.41 0.05 -0.115
C -1.57 -0.90 -0.25 -0.138
C -1.14 0.92 0.88 -0.257
C -0.54 -0.45 0.67 -0.031
C 1.41 -1.12 -1.16 -0.081
C 2.17 -0.13 0.92 -0.092
N 1.18 -0.11 -0.14 -0.527
S 0.96 1.51 -0.81 1.018
H -2.72 -0.25 -1.99 0.128
H -1.18 0.68 -1.84 0.066
H -0.90 2.83 -0.15 0.101
H 0.22 2.58 1.20 0.083
H -3.35 0.50 0.40 0.153
H -1.92 -1.92 -0.31 0.148
H -1.40 1.09 1.93 0.162
H -0.22 -1.07 1.49 0.152
H 0.84 -0.88 -2.06 0.090
H 2.47 -1.17 -1.43 0.108
H 1.10 -2.10 -0.80 0.111
H 3.13 0.23 0.53 0.104
H 1.87 0.52 1.75 0.101
H 2.31 -1.14 1.30 0.109
```


Record 9
Density functional theory data (wB97M-V/def2-TZVPD) for the ion C8H14NSi with charge +1.

Results
- HOMO: -13.054 eV
- HOMO-LUMO gap: 10.09 eV
- LUMO: -0.109 Eh
- Net charge: +1
- Structure (SMILES): C[NH2+]C[SiH2]c1ccccc1
- Energy relative to the best compared isomer or geometry (same formula, charge and spin): 0.0 kcal/mol

XYZ file:
```
24
Properties=species:S:1:pos:R:3:lowdin_charge:R:1
C -2.96 -1.13 0.44 -0.006
N -1.80 -0.22 0.40 -0.088
C -1.96 0.98 -0.45 -0.211
Si -0.14 2.13 -0.35 0.844
C 1.11 0.73 -0.17 -0.372
C 1.05 -0.41 -0.99 -0.146
C 1.99 -1.42 -0.88 -0.066
C 3.01 -1.31 0.05 -0.055
C 3.10 -0.19 0.86 -0.059
C 2.15 0.81 0.75 -0.104
H -3.81 -0.62 0.89 0.108
H -3.23 -1.43 -0.57 0.109
H -2.73 -2.02 1.03 0.109
H -0.95 -0.72 0.06 0.129
H -1.59 0.10 1.36 0.176
H -2.80 1.57 -0.09 0.078
H -2.17 0.67 -1.47 0.080
H -0.10 2.88 -1.59 -0.040
H -0.29 2.88 0.90 -0.034
H 0.29 -0.48 -1.76 0.105
H 1.93 -2.28 -1.52 0.113
H 3.75 -2.09 0.13 0.115
H 3.90 -0.10 1.57 0.115
H 2.23 1.69 1.38 0.100
```


| no. | total energy (eV) | F_max (eV/Å) |
| --- | --- | --- |
| 1 | -19126.619 | 6.0 |
| 2 | -21173.739 | 5.6 |
| 3 | -12049.725 | 5.6 |
| 4 | -12052.100 | 1.2 |
| 5 | -14099.379 | 4.9 |
| 6 | -14096.635 | 5.4 |
| 7 | -14095.361 | 6.5 |
| 8 | -20839.336 | 2.7 |
| 9 | -17883.982 | 2.9 |